(1)
122
Properties=species:S:1:pos:R:3:lowdin_charge:R:1 method="wB97M-V/def2-TZVPD" charge=+3 spin_multiplicity=5 lumo_energy_ha="-0.388 / -0.415" s_squared=6.38 e_tot_ha=-3727.33961
V 2.302 0.460 4.034 1.25
C -2.400 3.166 -0.112 -0.09
C -2.215 2.419 1.181 -0.24
C -2.185 0.860 1.168 -0.24
C -2.360 0.282 2.551 -0.25
P -2.555 -1.573 2.558 1.03
C -2.988 -2.089 4.254 -0.26
C -3.813 -1.025 5.019 -0.22
C -4.343 -1.651 6.370 -0.25
C -4.482 -0.668 7.510 -0.12
C -3.960 -2.000 1.451 -0.23
C -5.264 -1.131 1.696 -0.23
C -6.274 -1.318 0.587 -0.26
C -6.832 -2.723 0.585 -0.10
C -1.165 -2.454 1.859 -0.29
C -1.203 -3.983 1.944 -0.22
C 0.158 -4.619 1.713 -0.25
C 1.077 -4.396 2.911 -0.10
H -3.184 2.757 -0.749 0.08
H -1.442 3.122 -0.630 0.06
H -2.643 4.228 -0.066 0.08
H -3.026 2.745 1.833 0.11
H -1.347 2.799 1.719 0.10
H -1.228 0.541 0.755 0.09
H -2.944 0.503 0.471 0.10
H -3.340 0.576 2.927 0.09
H -1.541 0.516 3.231 0.09
H -2.029 -2.348 4.704 0.10
H -3.527 -3.037 4.245 0.11
H -4.702 -0.657 4.507 0.10
H -3.197 -0.158 5.257 0.10
H -3.636 -2.372 6.781 0.10
H -5.284 -2.193 6.280 0.12
H -3.575 -0.224 7.920 0.07
H -4.991 -1.136 8.353 0.08
H -5.095 0.208 7.297 0.08
H -4.194 -3.062 1.531 0.10
H -3.665 -1.835 0.414 0.08
H -4.973 -0.092 1.544 0.10
H -5.752 -1.374 2.640 0.11
H -5.908 -0.922 -0.360 0.11
H -7.076 -0.640 0.879 0.12
H -7.249 -3.070 1.530 0.09
H -6.118 -3.493 0.293 0.07
H -7.578 -2.875 -0.194 0.08
H -0.270 -1.996 2.281 0.07
H -1.141 -2.083 0.834 0.08
H -1.790 -4.350 1.102 0.12
H -1.763 -4.327 2.814 0.11
H 0.688 -4.334 0.804 0.10
H -0.041 -5.687 1.624 0.12
H 1.272 -3.376 3.242 0.05
H 1.906 -5.073 2.705 0.08
H 0.599 -4.875 3.766 0.08
C 1.612 -0.945 -0.032 -0.06
C 2.716 -0.059 0.532 -0.37
O 2.828 0.028 1.909 -0.26
H 1.809 -2.004 0.134 0.06
H 1.370 -0.799 -1.085 0.06
H 0.690 -0.643 0.465 0.04
H 2.369 0.906 0.163 0.11
H 3.644 -0.223 -0.016 0.10
F 5.664 -3.865 -4.219 0.08
C 4.997 -3.811 -3.068 -0.28
C 5.328 -2.879 -2.080 -0.04
C 4.640 -2.858 -0.910 -0.11
C 3.776 -3.903 -0.653 -0.12
C 3.424 -4.866 -1.573 -0.06
C 4.038 -4.824 -2.840 0.03
H 6.107 -2.149 -2.242 0.12
H 4.914 -2.190 -0.107 0.11
H 3.359 -4.005 0.338 0.09
H 2.699 -5.626 -1.324 0.11
H 3.834 -5.559 -3.604 0.12
F 6.963 4.247 -4.835 0.04
C 6.290 3.812 -3.680 -0.22
C 4.998 4.268 -3.491 -0.03
C 4.266 3.856 -2.381 -0.09
C 4.822 2.980 -1.424 -0.09
C 6.120 2.465 -1.658 -0.05
C 6.820 2.908 -2.793 -0.01
H 4.580 4.931 -4.234 0.13
H 3.227 4.128 -2.267 0.09
H 4.203 2.737 -0.573 0.08
H 6.429 1.753 -0.907 0.10
H 7.762 2.446 -3.049 0.13
F 0.942 4.745 -1.447 0.05
C 0.560 5.159 -0.239 -0.31
C -0.358 6.227 -0.034 0.04
C -0.497 6.661 1.316 -0.05
C 0.230 6.028 2.304 -0.11
C 1.084 4.985 2.049 -0.10
C 1.280 4.566 0.736 -0.05
H -0.830 6.684 -0.891 0.12
H -1.042 7.558 1.573 0.12
H 0.215 6.565 3.240 0.11
H 1.738 4.592 2.814 0.09
H 1.981 3.764 0.558 0.10
F 4.822 -0.497 -7.181 0.19
C 4.245 -0.007 -6.074 -0.14
C 4.030 -0.898 -5.013 0.07
C 3.460 -0.427 -3.866 0.01
C 2.929 0.895 -3.809 0.05
C 3.132 1.760 -4.901 0.01
C 3.838 1.332 -6.029 0.09
H 4.244 -1.953 -5.105 0.13
H 3.246 -1.094 -3.044 0.11
H 2.487 1.206 -2.874 0.11
H 2.710 2.751 -4.825 0.12
H 4.079 2.033 -6.815 0.15
F -2.129 -1.137 -1.281 0.03
C -2.161 -0.254 -2.312 -0.27
C -1.056 0.521 -2.678 -0.06
C -1.043 1.409 -3.712 -0.06
C -2.239 1.452 -4.468 -0.07
C -3.392 0.758 -4.141 -0.05
C -3.322 -0.130 -3.061 0.00
H -0.188 0.265 -2.089 0.08
H -0.159 2.003 -3.896 0.10
H -2.317 2.072 -5.349 0.11
H -4.318 0.874 -4.684 0.12
H -4.221 -0.684 -2.834 0.11

(2)
153
Properties=species:S:1:pos:R:3:lowdin_charge:R:1 method="wB97M-V/def2-TZVPD" charge=-1 lumo_energy_ha=0.013 e_tot_ha=-8817.49924
As 0.220 0.216 0.418 0.93
F -1.319 1.117 0.172 -0.27
F 0.609 0.506 -1.292 -0.27
F 1.707 -0.775 0.611 -0.26
F -0.189 0.004 2.130 -0.25
F -0.593 -1.269 -0.175 -0.26
F 1.091 1.754 0.795 -0.27
C 2.807 5.283 0.181 -0.08
C 2.523 4.557 -1.018 -0.05
C 3.405 4.600 -2.057 -0.05
C 4.542 5.352 -1.955 -0.13
C 4.861 6.044 -0.767 0.02
C 3.962 5.978 0.319 -0.08
N 5.467 5.426 -3.137 -0.32
O 5.244 4.638 -4.031 0.08
O 6.491 6.160 -3.134 0.04
H 2.249 5.122 1.091 0.08
H 1.724 3.830 -1.038 0.10
H 3.174 4.051 -2.958 0.12
H 5.756 6.648 -0.753 0.11
H 4.149 6.492 1.251 0.11
C 0.629 -0.247 -4.180 -0.06
C 1.898 -0.811 -3.824 -0.03
C 2.552 -1.639 -4.746 0.01
C 1.912 -1.958 -5.945 -0.13
C 0.671 -1.435 -6.261 -0.02
C 0.062 -0.443 -5.448 -0.05
N 2.576 -2.919 -6.887 -0.35
O 3.692 -3.347 -6.678 0.08
O 1.927 -3.402 -7.783 0.06
H 0.268 0.480 -3.468 0.07
H 2.291 -0.493 -2.870 0.07
H 3.451 -2.182 -4.493 0.11
H 0.247 -1.598 -7.241 0.11
H -0.715 0.173 -5.877 0.10
C -1.036 2.305 4.958 -0.07
C -0.179 2.625 5.972 -0.08
C 1.061 3.227 5.742 -0.01
C 1.507 3.617 4.476 -0.10
C 0.600 3.263 3.476 -0.01
C -0.660 2.633 3.651 -0.05
N 2.866 4.227 4.201 -0.30
O 3.584 4.462 5.179 0.07
O 3.227 4.422 3.043 0.06
H -2.024 1.900 5.122 0.11
H -0.409 2.142 6.911 0.11
H 1.797 3.300 6.530 0.11
H 0.888 3.450 2.452 0.09
H -1.402 2.356 2.917 0.08
C -1.814 -3.246 -2.344 -0.08
C -2.025 -3.943 -3.568 -0.04
C -2.339 -5.296 -3.500 -0.02
C -2.603 -5.947 -2.300 -0.12
C -2.432 -5.161 -1.068 0.03
C -2.100 -3.838 -1.139 -0.10
N -3.139 -7.279 -2.276 -0.37
O -3.571 -7.582 -1.198 0.09
O -3.179 -7.962 -3.295 0.07
H -1.464 -2.224 -2.335 0.08
H -2.002 -3.346 -4.467 0.10
H -2.536 -5.777 -4.447 0.11
H -2.653 -5.592 -0.103 0.10
H -1.827 -3.325 -0.228 0.09
C 1.297 -5.498 -0.961 -0.19
C 1.579 -4.271 -1.812 -0.21
C 2.454 -3.339 -0.979 -0.20
S 3.737 -4.419 -0.163 0.71
O 3.979 -4.038 1.217 -0.35
O 4.848 -4.620 -1.108 -0.36
C 2.620 -5.901 -0.247 -0.19
H 0.866 -6.369 -1.455 0.12
H 0.605 -5.225 -0.164 0.09
H 0.688 -3.757 -2.174 0.09
H 2.089 -4.417 -2.764 0.12
H 1.954 -3.107 -0.039 0.06
H 2.883 -2.433 -1.408 0.07
H 2.373 -6.209 0.768 0.07
H 3.187 -6.677 -0.761 0.10
C -2.196 2.221 -2.769 -0.25
C -2.571 0.744 -2.651 -0.20
C -3.917 0.766 -1.816 -0.17
S -4.807 2.201 -2.539 0.71
O -5.267 3.069 -1.474 -0.35
O -5.764 1.767 -3.572 -0.34
C -3.380 2.999 -3.279 -0.23
H -1.432 2.458 -3.510 0.11
H -1.778 2.611 -1.841 0.09
H -1.826 0.129 -2.146 0.07
H -2.754 0.357 -3.654 0.11
H -3.613 0.991 -0.793 0.07
H -4.445 -0.174 -1.975 0.10
H -3.348 4.073 -3.095 0.11
H -3.516 2.781 -4.338 0.10
C -4.567 0.343 3.015 -0.17
C -3.409 -0.753 3.015 -0.22
C -4.122 -2.085 2.766 -0.19
S -5.438 -1.685 1.484 0.71
O -6.683 -2.165 2.044 -0.34
O -5.008 -2.087 0.123 -0.34
C -5.371 0.069 1.689 -0.22
H -4.128 1.339 3.081 0.09
H -5.152 0.294 3.933 0.11
H -2.875 -0.611 3.954 0.10
H -2.716 -0.535 2.202 0.09
H -4.655 -2.317 3.688 0.10
H -3.582 -2.989 2.486 0.09
H -6.411 0.394 1.656 0.11
H -4.794 0.429 0.837 0.07
C 5.046 0.547 1.043 -0.22
C 4.652 1.655 0.158 -0.24
C 4.193 1.031 -1.185 -0.20
S 5.548 -0.127 -1.569 0.75
O 6.696 0.613 -2.150 -0.34
O 4.929 -1.302 -2.213 -0.36
C 5.918 -0.406 0.210 -0.19
H 4.210 -0.056 1.396 0.11
H 5.553 0.884 1.947 0.12
H 5.535 2.268 -0.025 0.12
H 3.989 2.345 0.678 0.11
H 4.125 1.705 -2.039 0.09
H 3.223 0.550 -1.054 0.07
H 7.001 -0.301 0.280 0.10
H 5.676 -1.465 0.296 0.09
C -2.652 4.030 0.573 -0.21
C -2.006 5.426 0.593 -0.23
C -2.185 6.077 1.949 -0.20
S -3.923 5.635 2.317 0.70
O -4.840 6.733 1.992 -0.34
O -3.862 5.087 3.644 -0.35
C -4.052 4.271 1.074 -0.20
H -2.070 3.384 1.231 0.08
H -2.534 3.595 -0.419 0.08
H -2.450 6.009 -0.214 0.12
H -0.948 5.292 0.365 0.11
H -2.042 7.139 2.149 0.11
H -1.568 5.481 2.622 0.09
H -4.723 4.633 0.295 0.09
H -4.561 3.549 1.713 0.09
C -0.196 -3.580 5.219 -0.19
C -0.204 -2.524 4.060 -0.20
C 0.407 -3.206 2.802 -0.18
S -0.316 -4.922 2.856 0.71
O 0.725 -5.847 2.474 -0.33
O -1.590 -4.940 2.116 -0.35
C -0.653 -4.941 4.655 -0.21
H -0.911 -3.320 6.000 0.11
H 0.830 -3.575 5.585 0.11
H 0.408 -1.704 4.436 0.11
H -1.253 -2.295 3.868 0.08
H 1.469 -3.336 3.009 0.10
H 0.251 -2.776 1.813 0.07
H -0.244 -5.845 5.108 0.10
H -1.719 -5.147 4.555 0.09